Computed, not measured: C42H40CoN4O4PS2 as an isolated structure, with the ωB97M-V functional and the def2-TZVPD basis.

Properties
LUMO level (spin up / spin down) = -5.13 / -7.17 eV
strongest force on any atom = 0.468 eV/Å
energy above the lowest of the compared OMol25 structures with the same formula, charge and spin = 0.000 eV
total charge = +2
HOMO energy (spin up / spin down) = -13.322 / -13.429 eV
multiplicity = 5
expectation value of S² = 6.013

Each line ends with the Mulliken spin population.
Cartesian coordinates (Å):
Co 0.450 -0.724 -0.339  3.28
C -2.710 -6.250 -0.750  0.01
C -3.081 -5.579 -1.906  0.00
C -2.477 -4.377 -2.240  0.01
C -1.493 -3.852 -1.404  0.02
C -1.126 -4.524 -0.237  0.01
C -1.733 -5.725 0.088  -0.01
P -0.590 -2.371 -1.828  0.18
C -1.603 -1.332 -2.900  0.04
C -2.930 -1.083 -2.546  0.01
C -3.684 -0.180 -3.276  -0.01
C -3.115 0.486 -4.355  0.02
C -1.795 0.243 -4.708  -0.01
C -1.036 -0.667 -3.984  0.01
C 0.899 -2.828 -2.733  -0.04
C 0.916 -3.765 -3.731  0.01
C 2.121 -4.068 -4.400  0.00
C 3.283 -3.446 -4.039  0.01
C 3.305 -2.493 -2.989  0.00
C 4.504 -1.870 -2.556  0.02
C 4.510 -0.987 -1.514  0.04
C 3.299 -0.662 -0.850  -0.24
C 2.134 -1.246 -1.263  0.58
C 2.095 -2.178 -2.332  -0.17
H -3.186 -7.187 -0.497  0.00
H -3.842 -5.995 -2.552  0.00
H -2.773 -3.856 -3.142  0.00
H -0.362 -4.113 0.414  0.00
H -1.449 -6.249 0.989  0.00
H -3.382 -1.599 -1.707  0.00
H -4.716 0.000 -3.006  0.00
H -3.708 1.182 -4.933  0.00
H -1.360 0.745 -5.561  0.00
H -0.010 -0.862 -4.271  0.00
H 0.007 -4.284 -4.013  0.00
H 2.119 -4.802 -5.194  0.00
H 4.212 -3.689 -4.540  0.00
H 5.427 -2.115 -3.065  0.00
H 5.434 -0.530 -1.189  0.00
H 3.322 0.048 -0.029  0.04
C -2.447 5.705 2.578  0.00
C -1.641 6.087 1.347  0.00
S -0.272 4.989 1.077  0.00
O 0.869 5.453 1.817  0.00
O -0.715 3.621 1.253  0.00
C 0.161 5.227 -0.644  0.00
C -0.647 4.506 -1.721  0.00
N -0.885 3.088 -1.413  0.00
C 0.084 2.156 -1.357  0.02
N -0.397 1.010 -0.880  0.02
C -1.734 1.202 -0.640  0.03
C -2.032 2.479 -0.953  0.01
N -3.313 3.107 -0.749  0.00
O -4.223 2.361 -0.477  0.00
O -3.379 4.320 -0.808  0.00
C 1.496 2.393 -1.743  0.02
H -3.316 6.358 2.637  0.00
H -1.862 5.833 3.487  0.00
H -2.792 4.675 2.523  0.00
H -1.185 7.072 1.447  0.00
H -2.252 6.063 0.443  0.00
H 1.216 4.952 -0.672  0.00
H 0.118 6.301 -0.829  0.00
H -0.090 4.545 -2.657  0.00
H -1.609 4.973 -1.891  0.00
H -2.391 0.445 -0.250  -0.02
H 1.567 3.049 -2.609  0.00
H 1.970 1.447 -1.992  -0.01
H 2.049 2.847 -0.918  0.00
N 0.179 -0.777 1.551  0.05
S 1.249 -1.385 2.613  0.02
C 2.316 -0.078 3.124  0.01
C 1.805 1.103 3.656  0.00
C 2.682 2.127 3.959  0.00
C 4.049 1.958 3.746  0.00
C 4.545 0.774 3.225  0.00
C 3.673 -0.259 2.900  0.00
C 0.295 -1.724 4.073  0.01
C -1.052 -2.033 3.953  0.00
C -1.760 -2.370 5.099  0.00
C -1.122 -2.409 6.329  0.00
C 0.232 -2.113 6.427  0.00
C 0.954 -1.768 5.297  0.00
H -0.401 -0.048 1.964  0.02
H 0.743 1.220 3.837  0.00
H 2.308 3.055 4.368  0.00
H 4.730 2.760 3.996  0.00
H 5.608 0.648 3.075  0.00
H 4.045 -1.190 2.491  0.00
H -1.541 -2.019 2.989  0.00
H -2.813 -2.606 5.026  0.00
H -1.680 -2.671 7.217  0.00
H 0.727 -2.146 7.387  0.00
H 2.006 -1.528 5.376  0.00